No. 1
53
Properties=species:S:1:pos:R:3 method="wB97M-V/def2-TZVPD" multiplicity=6 gap_ev="5.54 / 4.17" total_energy_ev=-99191.9520 lumo_energy_ev="0.14 / -1.23" total_charge=-1
Fe 0.720 -0.358 -0.238
O -7.316 1.297 -0.950
C -6.728 2.278 -0.409
O -7.050 3.440 -0.122
C -5.244 2.002 -0.096
C -4.481 3.106 0.237
C -3.113 2.902 0.530
N -2.566 1.726 0.556
C -3.289 0.649 0.318
C -4.652 0.677 -0.056
C -2.631 -0.715 0.358
O -3.395 -1.718 0.379
O -1.363 -0.875 0.140
H -4.899 4.126 0.149
H -2.411 3.717 0.832
H -5.124 -0.321 -0.154
O 7.492 -2.046 -0.755
C 7.099 -1.268 0.139
O 7.597 -0.561 1.024
C 5.660 -1.046 -0.045
C 5.104 -0.026 0.785
C 3.785 0.421 0.535
N 2.956 -0.190 -0.338
C 3.418 -1.237 -1.003
C 4.757 -1.633 -0.957
C 2.380 -1.940 -1.777
O 2.727 -2.979 -2.362
O 1.182 -1.498 -1.739
H 5.779 0.567 1.418
H 3.370 1.335 1.019
H 4.984 -2.449 -1.658
C -1.129 -4.853 -0.392
N -0.081 -4.016 0.110
C -0.220 -3.093 1.108
N -1.288 -3.211 1.918
S 1.126 -2.117 1.574
H -2.028 -4.253 -0.644
H -1.374 -5.581 0.361
H -0.807 -5.415 -1.284
H 0.745 -3.936 -0.452
H -2.172 -3.223 1.340
H -1.221 -2.464 2.667
I -0.243 4.880 2.598
C 0.294 3.717 0.904
C 0.284 4.339 -0.345
C 0.405 3.489 -1.520
C 0.508 2.091 -1.321
N 0.598 1.557 -0.107
C 0.461 2.363 1.018
H 0.011 5.368 -0.428
H 0.434 3.779 -2.560
H 0.586 1.422 -2.246
H 0.363 1.778 1.941

=====

No. 2
44
Properties=species:S:1:pos:R:3 method="wB97M-V/def2-TZVPD" e_above_lowest_kcal_mol=50.4 gap_ev=7.41 total_energy_ev=-35252.3692 lumo_energy_ev=-0.50 smiles="COc1cc2c(cc1NC(=O)c1ccc(C)c([N+](=O)[O-])c1)oc1ccccc12"
C 1.734 1.530 3.533
H 0.979 1.403 4.315
O 1.240 1.143 2.274
C 0.832 -0.163 2.111
C 0.892 -1.129 3.093
C 0.448 -2.412 2.787
C -0.047 -2.703 1.505
C -0.115 -1.744 0.509
C 0.328 -0.469 0.820
N 0.320 0.585 -0.094
C -0.124 0.596 -1.380
O -0.627 -0.346 -1.953
C 0.053 1.921 -2.058
C -0.858 2.274 -3.042
C -0.747 3.486 -3.713
C 0.305 4.372 -3.447
C 1.229 3.978 -2.481
C 1.110 2.788 -1.789
H 1.866 2.527 -1.063
H 2.065 4.628 -2.270
C 0.491 5.673 -4.150
H 1.463 6.098 -3.909
H 0.409 5.554 -5.229
H -0.286 6.376 -3.855
N -1.767 3.776 -4.693
O -2.422 2.844 -5.106
O -1.924 4.927 -5.043
H -1.666 1.600 -3.286
H 0.661 1.449 0.305
H -0.497 -1.970 -0.471
O -0.431 -4.003 1.396
C -0.189 -4.573 2.607
C -0.426 -5.889 2.960
C -0.107 -6.267 4.252
C 0.432 -5.362 5.163
C 0.669 -4.048 4.811
C 0.356 -3.645 3.519
H 1.086 -3.348 5.519
H 0.667 -5.698 6.162
H -0.279 -7.287 4.561
H -0.844 -6.585 2.250
H 1.271 -0.917 4.080
H 1.981 2.587 3.440
H 2.635 0.970 3.799

=====

No. 3
52
Properties=species:S:1:pos:R:3 method="wB97M-V/def2-TZVPD" multiplicity=3 e_above_lowest_kcal_mol=0.0 gap_ev="6.84 / 7.04" total_energy_ev=-83508.8387 lumo_energy_ev="-1.55 / -1.61"
V -0.062 0.107 1.665
O 2.997 2.340 1.853
C 3.262 1.110 1.427
O 3.714 0.792 0.367
C 3.033 0.090 2.524
C 4.150 -0.396 3.200
C 3.979 -1.343 4.184
C 2.694 -1.792 4.463
C 1.641 -1.273 3.740
N 1.803 -0.341 2.785
C 0.209 -1.684 3.927
O -0.106 -2.570 4.855
O -0.664 -1.215 3.233
H 2.936 2.945 1.088
H 5.130 -0.023 2.937
H 4.826 -1.736 4.729
H 2.551 -2.541 5.231
H 0.664 -2.873 5.350
O -0.933 3.808 2.475
C -0.435 2.787 2.099
O -0.492 1.614 2.714
C 0.453 2.684 0.824
O 0.917 3.640 0.253
O 0.713 1.434 0.513
C 0.390 -0.341 -6.018
C 0.062 -0.663 -4.587
C 0.412 0.215 -3.564
C 0.139 -0.081 -2.240
C -0.497 -1.279 -1.940
C -0.864 -2.169 -2.939
C -0.579 -1.854 -4.257
S -0.883 -1.670 -0.268
O 0.378 -1.635 0.539
O -1.579 -2.921 -0.267
N -1.604 -0.440 0.414
C -2.621 0.326 -0.165
C -3.575 -0.208 -1.032
C -4.519 0.652 -1.560
C -4.503 1.992 -1.198
C -3.527 2.413 -0.311
N -2.595 1.606 0.189
H 0.449 0.734 -6.177
H -0.357 -0.751 -6.697
H 1.356 -0.770 -6.293
H 0.904 1.150 -3.803
H 0.415 0.611 -1.455
H -1.367 -3.089 -2.678
H -0.865 -2.543 -5.043
H -3.578 -1.264 -1.264
H -5.271 0.275 -2.242
H -5.229 2.692 -1.588
H -3.472 3.447 0.011